Formula: C34H85BFIN2O21S6SbSi
Source: the Open Molecules 2025 dataset
Level of theory: wB97M-V/def2-TZVPD

Last column: Mulliken charge in e.
Element x y z (Å)
C (-3.6755, -2.9288, 0.3051)  -0.755
C (-2.2997, -2.5546, 0.8399)  -0.360
N (-2.1345, -1.1185, 1.0704)  0.352
C (-2.2231, -0.2712, -0.1431)  -1.537
C (-1.2450, -0.6087, -1.2521)  0.025
Sb (-1.1257, 0.8075, -2.9461)  1.198
I (1.3538, 1.6741, -1.5193)  -0.480
C (-2.9366, -0.0090, -3.9068)  -0.887
C (-2.9927, -1.5373, -4.0570)  -0.010
C (-4.3063, -2.1284, -3.6038)  -0.627
F (-5.3566, -1.6657, -4.4191)  -0.380
B (-0.7089, 2.3627, -4.5962)  -0.325
C (0.4082, 3.4471, -4.5290)  -0.756
O (-1.4405, 2.2270, -5.7617)  -0.619
N (-2.2453, 2.3047, -1.7711)  0.839
C (-3.7074, 2.2407, -1.8932)  -1.177
C (-1.8595, 3.6345, -1.8361)  0.274
C (-0.9774, 4.1922, -0.7499)  -1.061
O (-2.3155, 4.3981, -2.6809)  -0.644
Si (0.5059, -0.8259, -4.2567)  1.156
C (2.0725, 0.0351, -4.8520)  -0.740
C (-0.2097, -1.5457, -5.8636)  -1.331
C (1.1539, -2.2339, -3.1759)  -1.224
C (-1.1839, -0.8198, 2.0291)  0.922
C (-0.2807, 0.3650, 1.8333)  -1.156
O (-1.0878, -1.5090, 3.0371)  -0.731
H (-4.4473, -2.6227, 1.0187)  0.282
H (-3.7436, -4.0131, 0.1847)  0.417
H (-3.8999, -2.4530, -0.6493)  -0.188
H (-2.1608, -3.0485, 1.8008)  0.452
H (-1.5188, -2.9378, 0.1707)  0.218
H (-3.2439, -0.3961, -0.5155)  -0.033
H (-2.1279, 0.7648, 0.1707)  0.207
H (-0.2276, -0.6451, -0.8555)  0.212
H (-1.4693, -1.6014, -1.6513)  0.081
H (-2.9876, 0.4373, -4.9037)  0.249
H (-3.8496, 0.3075, -3.4053)  0.569
H (-2.1880, -2.0588, -3.5292)  -0.165
H (-2.8913, -1.8151, -5.1117)  0.241
H (-4.3183, -3.2195, -3.6915)  0.420
H (-4.5649, -1.8220, -2.5864)  0.142
H (1.4042, 3.0181, -4.3785)  0.252
H (0.2229, 4.1294, -3.6964)  0.227
H (0.4172, 4.0234, -5.4616)  0.232
H (-2.3797, 2.4209, -5.6369)  0.310
H (-4.0890, 2.3520, -2.9176)  0.257
H (-4.0694, 1.2886, -1.5057)  0.216
H (-4.1669, 3.0471, -1.3115)  0.397
H (-1.5248, 5.0405, -0.3254)  0.407
H (-0.7577, 3.4635, 0.0239)  -0.031
H (-0.0369, 4.5580, -1.1685)  0.191
H (1.8712, 0.8923, -5.4997)  0.278
H (2.7400, 0.3088, -4.0349)  0.298
H (2.5825, -0.7186, -5.4659)  0.017
H (-0.9363, -0.8832, -6.3395)  0.311
H (-0.7306, -2.4831, -5.6377)  0.335
H (0.5998, -1.7943, -6.5556)  0.443
H (1.8739, -2.8115, -3.7679)  0.378
H (1.7108, -1.7750, -2.3514)  0.247
H (0.3824, -2.8979, -2.7809)  0.297
H (0.4975, 0.1203, 1.1045)  0.225
H (-0.7868, 1.2615, 1.4808)  0.276
H (0.1904, 0.5715, 2.7945)  0.381
O (4.3581, -1.7742, -6.6603)  -0.577
S (4.9957, -1.9666, -7.9258)  1.240
O (4.3699, -2.7934, -8.9124)  -0.661
O (6.4767, -2.4710, -7.6637)  -0.365
C (6.6176, -3.5950, -6.7526)  -0.155
C (6.2471, -4.9168, -7.3899)  -1.001
C (5.3975, -0.4123, -8.6385)  -0.979
H (6.0255, -3.3964, -5.8596)  0.299
H (7.6630, -3.5848, -6.4616)  0.189
H (5.1849, -4.9688, -7.6231)  0.292
H (6.4914, -5.7229, -6.6972)  0.355
H (6.8011, -5.0633, -8.3175)  0.303
H (5.8923, 0.1970, -7.8880)  0.308
H (4.4550, 0.0396, -8.9396)  0.374
H (6.0355, -0.5794, -9.5017)  0.350
O (10.5268, -4.0421, -2.8478)  -0.670
S (9.4247, -4.8534, -3.2671)  1.131
O (8.5842, -4.3885, -4.3279)  -0.492
O (8.5361, -5.2124, -2.0113)  -0.274
C (8.0769, -4.1096, -1.1769)  -0.349
C (6.9260, -3.3447, -1.7919)  -0.967
C (9.9752, -6.4821, -3.6313)  -0.990
H (8.9273, -3.4638, -0.9576)  0.344
H (7.7767, -4.5955, -0.2517)  0.265
H (7.2340, -2.8027, -2.6840)  0.274
H (6.5445, -2.6251, -1.0678)  0.400
H (6.1190, -4.0217, -2.0703)  0.266
H (10.5903, -6.8354, -2.8091)  0.350
H (10.5568, -6.4145, -4.5479)  0.367
H (9.1059, -7.1170, -3.7778)  0.318
O (-4.4796, -2.0694, 7.8974)  -0.600
S (-3.4778, -3.0963, 7.9257)  1.216
O (-2.6282, -3.1997, 9.0722)  -0.644
O (-2.6269, -3.0138, 6.6052)  -0.286
C (-2.0720, -1.7172, 6.2324)  0.086
C (-0.8613, -1.3359, 7.0531)  -1.131
C (-4.2216, -4.6588, 7.6138)  -0.942
H (-2.8629, -0.9691, 6.3082)  0.223
H (-1.8096, -1.8172, 5.1833)  0.057
H (-1.1159, -1.1577, 8.0981)  0.371
H (-0.4254, -0.4236, 6.6454)  0.331
H (-0.1114, -2.1258, 7.0244)  0.393
H (-4.8529, -4.5757, 6.7339)  0.250
H (-4.8145, -4.9037, 8.4922)  0.385
H (-3.4337, -5.3922, 7.4677)  0.337
O (0.0341, 1.9764, 8.2165)  -0.660
S (-0.8341, 2.7895, 7.4183)  1.222
O (-0.5736, 2.9359, 6.0216)  -0.611
O (-0.9380, 4.2243, 8.0940)  -0.278
C (0.3083, 4.9012, 8.3907)  -0.343
C (0.9589, 5.5009, 7.1627)  -0.981
C (-2.5046, 2.2993, 7.6535)  -0.619
H (0.9720, 4.2034, 8.9026)  0.326
H (0.0229, 5.6745, 9.1008)  0.273
H (1.3046, 4.7311, 6.4757)  0.298
H (1.8153, 6.1035, 7.4675)  0.383
H (0.2536, 6.1350, 6.6264)  0.262
H (-2.7008, 2.2113, 8.7180)  0.317
H (-2.6145, 1.3346, 7.1624)  0.034
H (-3.1513, 3.0379, 7.1885)  0.376
O (3.7085, 5.8217, -1.9810)  -0.601
S (4.1604, 6.5950, -0.8697)  1.295
O (3.4544, 6.5526, 0.3721)  -0.616
O (4.3065, 8.1102, -1.3402)  -0.311
C (3.1489, 8.6928, -1.9913)  -0.353
C (2.0480, 9.0614, -1.0203)  -0.925
C (5.8651, 6.2822, -0.5747)  -1.016
H (2.7947, 8.0031, -2.7581)  0.341
H (3.5454, 9.5752, -2.4897)  0.272
H (1.6024, 8.1772, -0.5688)  0.255
H (1.2682, 9.6072, -1.5523)  0.381
H (2.4385, 9.6897, -0.2197)  0.259
H (6.4014, 6.3483, -1.5166)  0.304
H (5.9221, 5.2751, -0.1676)  0.377
H (6.2345, 7.0070, 0.1452)  0.334
O (-10.1284, -0.3768, 6.9950)  -0.648
S (-10.1482, -1.7197, 6.4987)  1.215
O (-9.7847, -2.7911, 7.3740)  -0.604
O (-9.2987, -1.7921, 5.1691)  -0.254
C (-7.9453, -1.2561, 5.1928)  -0.637
C (-6.9593, -2.1635, 5.8900)  -0.700
C (-11.7135, -2.0710, 5.7781)  -0.934
H (-7.9707, -0.2635, 5.6428)  0.365
H (-7.6983, -1.1379, 4.1404)  0.292
H (-7.1585, -2.2310, 6.9575)  0.381
H (-5.9503, -1.7748, 5.7631)  0.266
H (-7.0101, -3.1692, 5.4696)  0.270
H (-11.9745, -1.2656, 5.0981)  0.311
H (-12.4255, -2.1308, 6.5980)  0.365
H (-11.6498, -3.0229, 5.2588)  0.311

## Properties
- Multiplicity: 1
- Energy above the lowest of the compared OMol25 structures with the same formula, charge and spin: 0.00 kcal per mole
- Total charge: -1
- LUMO energy: 1.60 eV